1.
Density functional theory data (ωB97M-V with the def2-TZVPD basis set) for a 2-piece molecular cluster, C7H11ClSSi overall in a non-equilibrium geometry.

Last column: Löwdin charge in e.
Atoms and positions in Å:
C (-2.06798, 1.73879, 1.79400)  -0.1756
C (-1.46677, 2.96208, 1.55479)  -0.4023
C (-1.35695, 0.58261, 1.25738)  -0.5200
C (-0.16936, 0.93351, 0.69823)  -0.3963
C (-2.06010, -0.67101, 1.15979)  -0.1270
C (1.81487, -2.28597, -0.59831)  -0.2574
C (1.53825, -0.01744, -2.71889)  -0.1979
Si (2.00953, -0.54763, -0.89272)  0.2763
S (0.05602, 2.67281, 0.70227)  0.8255
Cl (3.71477, 0.22949, -0.23228)  0.3756
H (-2.95960, 1.45640, 2.36156)  0.1036
H (-1.60224, 3.97454, 1.90917)  0.0449
H (-1.47823, -1.63075, 0.95659)  0.0806
H (-2.52411, -1.00842, 2.12402)  0.0758
H (-3.01478, -0.59917, 0.48550)  0.1141
H (1.32284, -2.81384, -1.43263)  0.0516
H (2.71769, -2.89166, -0.48739)  0.0427
H (1.18436, -2.40929, 0.27913)  0.0291
H (0.58693, -0.44649, -2.98995)  0.0227
H (1.50539, 1.11724, -2.54652)  0.0524
H (2.24947, -0.34579, -3.38375)  -0.0183

LUMO energy (alpha / beta) (eV): -0.33 / -0.33
HOMO-LUMO gap (alpha / beta) (eV): 7.6 / 7.6
Charge: 0
2S+1: 1
Molecular weight (g mol⁻¹): 190.77



2.
Density functional theory data (ωB97M-V with the def2-TZVPD basis set) for a 2-piece molecular cluster, C7H11ClSi overall in a non-equilibrium geometry.

Last column: Löwdin charge in e.
Atoms and positions in Å:
C (4.35349, -1.92653, -0.94043)  0.0536
C (3.34590, -1.63184, -0.34199)  -0.2433
Si (2.12135, -0.52226, 0.36096)  0.6617
C (0.92424, -0.79706, 1.76141)  -0.1872
C (1.94431, 0.97242, -0.78745)  -0.2334
H (5.21335, -2.38880, -1.28000)  0.0102
H (1.03058, -1.68338, 2.38985)  -0.0423
H (0.01706, -0.26842, 1.78713)  -0.0825
H (2.38931, 0.98412, -1.83409)  0.0514
H (0.83499, 1.11020, -0.91231)  0.0030
H (2.41850, 1.85635, -0.25952)  0.0385
C (-3.60578, 1.50782, 0.45647)  -0.0270
C (-3.21117, 0.27888, 0.12623)  -0.8184
C (-1.87698, 0.00504, -0.50149)  -0.1581
Cl (-4.09480, -1.16636, 0.49379)  0.6447
H (-2.85100, 2.29973, 0.26769)  0.0754
H (-4.45951, 1.75164, 1.07047)  0.0553
H (-1.18198, 0.82737, -0.48966)  0.0389
H (-2.00490, -0.42944, -1.50283)  0.0840
H (-1.30700, -0.77948, 0.13576)  0.0755

LUMO energy (alpha / beta) (eV): -0.04 / -0.04
HOMO-LUMO gap (alpha / beta) (eV): 7.9 / 7.9
Charge: 0
SMILES: C#C[Si](=C)C.C=C(C)Cl
2S+1: 1
Molecular weight (g mol⁻¹): 158.70



Q: molecular weight of number 1 (C7H11ClSSi)?
A: 190.77 g mol⁻¹



Q: Look up the charge of the second one.
A: 0



Q: The lowest molecular weight belongs to which entry?
A: C7H11ClSi



Q: Look up the charge of the first one.
A: 0